[1]
The following is a DFT calculation (wB97M-V/def2-TZVPD) of one molecule with the formula C4H10O2 at a distorted geometry.

Calculated values
HOMO	-0.3517	hartree
energy relative to the best compared isomer or geometry (same formula, charge and spin)	50.72	kcal/mol
SMILES	COC[C@@H](C)O
electronic energy	-308.817327	Eh
HOMO-LUMO gap	10.50	eV
max |F|	1.6	eV/A

Each line ends with the natural charge from an NBO analysis.
CARTESIAN COORDINATES (ANGSTROEM)
C -0.83640 1.19683 -1.72172  -0.2531
O -1.19419 0.25680 -0.70652  -0.5704
C -0.60083 0.41336 0.65660  -0.0998
C 0.35940 -0.74828 1.14362  0.0723
C 0.81101 -1.27360 -0.19778  -0.6745
O 1.47418 -0.29188 1.92385  -0.7239
H -1.35115 2.14620 -1.54301  0.1753
H 0.24716 1.37017 -1.77996  0.1729
H -1.15256 0.84812 -2.72213  0.1964
H -1.48446 0.47526 1.28360  0.1916
H 0.01643 1.31523 0.67719  0.1897
H -0.15958 -1.51155 1.74725  0.1649
H 0.90909 -2.35175 -0.25863  0.2114
H 1.73455 -0.75202 -0.46596  0.2167
H 0.00146 -0.94279 -0.88676  0.2594
H 1.22591 -0.15010 2.85036  0.4713

---

[2]
The following is a DFT calculation (wB97M-V/def2-TZVPD) of C48H43Cl2N4O3RuS2 as an isolated structure at a distorted geometry.

Calculated values
total charge	+2
HOMO (alpha / beta)	-0.4142 / -0.4186	hartree
multiplicity	6
energy relative to the best compared isomer or geometry (same formula, charge and spin)	0.00	kcal/mol
⟨S²⟩	8.794
electronic energy	-4110.654272	Eh
HOMO-LUMO gap (alpha / beta)	5.16 / 2.22	eV
max |F|	3.6	eV/A

Each line ends with the Mulliken charge.
CARTESIAN COORDINATES (ANGSTROEM)
Ru -0.96532 -0.59053 -0.67378  0.2032
Cl -4.21582 -4.45559 0.63336  -0.2053
C -3.23355 -4.24941 -0.72655  0.3625
C -3.33342 -5.18359 -1.75191  -0.4437
C -2.60322 -5.12799 -2.91533  0.2548
Cl -2.82450 -6.36140 -4.10889  -0.2395
C -1.69943 -4.04369 -3.08422  0.3160
C -0.96365 -3.82979 -4.24784  -0.9335
C -0.17350 -2.69168 -4.40090  -1.2029
C -0.09272 -1.75060 -3.37261  -0.8972
N -0.82635 -1.93021 -2.23166  1.8065
C -1.57832 -3.07103 -2.07405  -0.0864
C -2.34494 -3.13912 -0.86395  -0.2960
O -2.19902 -2.21972 0.02714  0.1269
H -4.03719 -5.99191 -1.64387  0.4934
H -1.08004 -4.57083 -5.03712  0.4785
H 0.37343 -2.53157 -5.33949  0.4486
H 0.48717 -0.83496 -3.42460  0.6022
C -5.59927 -0.31219 2.44501  -1.5852
C -4.10488 -0.24966 2.33043  0.8474
C -3.46698 0.72666 1.57849  -1.2772
C -2.09426 0.66876 1.36969  0.6106
C -1.35626 -0.32451 2.05464  -0.8599
C -1.98407 -1.25171 2.90333  -0.8769
C -3.35872 -1.23124 3.00294  -0.8775
S 0.37548 -0.36601 1.81540  1.8293
O 1.02679 -1.18796 2.92885  -0.8615
C 0.88518 1.39208 2.11545  0.1718
C 0.08839 2.17654 2.97028  -0.5751
C 0.20581 3.55065 3.04518  -1.1503
C 1.24558 4.19869 2.36727  1.0593
C 1.40254 5.60074 2.40965  -0.8261
C 2.42150 6.23537 1.72044  -0.6629
C 3.34761 5.44483 1.00011  -0.8446
C 3.27741 4.06967 1.02520  -0.6870
C 2.20161 3.38983 1.66024  0.8997
C 2.07221 1.94634 1.64732  -0.0904
C 3.32809 1.16375 1.39517  0.4441
C 4.38235 1.32102 2.39820  1.0007
C 4.16085 1.89697 3.67037  -0.4721
C 5.17918 2.12016 4.58353  -0.9146
C 6.51766 1.81300 4.25641  -0.6311
C 6.77328 1.19590 3.04446  -0.9928
C 5.73118 0.92050 2.11276  0.8543
C 5.99090 0.27014 0.89016  -1.1957
C 4.96652 0.04947 -0.00960  -0.9647
C 3.62533 0.50910 0.22213  0.8967
S 2.50158 0.11695 -1.17096  -0.3132
O 1.06151 0.57170 -0.97955  -0.0043
C 2.69462 -1.69752 -1.02259  0.6162
C 2.69065 -2.31602 0.22032  -0.3355
C 2.55225 -3.70169 0.28487  -0.6441
C 2.64185 -4.48905 -0.86592  0.8637
C 2.64146 -5.97508 -0.74463  -1.5279
C 2.81016 -3.86604 -2.11446  -0.6723
C 2.82055 -2.48049 -2.19194  -0.9351
H -6.06046 0.01132 1.49332  0.3421
H -6.02023 0.30973 3.26308  0.3062
H -5.88858 -1.37368 2.61014  0.4002
H -4.05996 1.55238 1.13119  0.3948
H -1.55669 1.47858 0.84660  0.5886
H -1.35279 -1.92439 3.48512  0.5803
H -3.88064 -2.00236 3.60209  0.4102
H -0.68063 1.68216 3.58356  0.6056
H -0.46509 4.16945 3.66919  0.4780
H 0.65945 6.16248 2.99814  0.4651
H 2.52647 7.32877 1.78307  0.4243
H 4.12825 5.92657 0.41394  0.4730
H 4.03094 3.44323 0.54263  0.4776
H 3.12712 2.13602 3.95533  0.3788
H 4.91545 2.50369 5.57923  0.4337
H 7.33196 2.05576 4.93938  0.4215
H 7.79857 0.91348 2.74289  0.4122
H 7.02738 -0.01604 0.65729  0.4187
H 5.13984 -0.49147 -0.92847  0.5984
H 2.72746 -1.74017 1.13635  0.3657
H 2.40549 -4.15696 1.26447  0.5149
H 3.50044 -6.31145 -0.12487  0.3629
H 2.74518 -6.43909 -1.74167  0.3811
H 1.69961 -6.34324 -0.31143  0.3415
H 2.93487 -4.47543 -3.02487  0.3706
H 2.93201 -1.98151 -3.15866  0.4995
C -3.54265 -0.56135 -3.23393  -1.3114
N -3.83123 0.66559 -2.52879  0.2197
C -5.19989 0.79952 -2.16189  -0.9787
C -2.85782 1.51502 -2.12099  0.6278
N -1.66752 1.02776 -1.76778  0.0077
N -3.07249 2.85425 -2.13348  0.1847
C -2.24904 3.80877 -1.41396  -0.9325
C -4.12573 3.47245 -2.88233  -1.2863
H -4.35373 -0.73034 -3.95673  0.4546
H -3.52734 -1.41657 -2.54397  0.2851
H -2.58341 -0.50283 -3.75908  0.3125
H -5.47727 0.02721 -1.40797  0.2505
H -5.84253 0.67455 -3.05624  0.3183
H -5.40634 1.79708 -1.74832  0.3748
H -0.91986 1.72666 -1.82748  -0.0755
H -1.58658 3.29588 -0.71184  0.0882
H -2.90584 4.50789 -0.88551  0.3885
H -1.63784 4.37525 -2.14670  0.3501
H -4.52504 2.79053 -3.65162  0.3573
H -3.74198 4.36556 -3.38075  0.4125
H -4.95658 3.76326 -2.22004  0.4024

---

[3]
The following is a DFT calculation (wB97M-V/def2-TZVPD) of C27H50AsBN6O6P2Pd as an isolated structure.

Calculated values
total charge	-2
HOMO	-0.0188	hartree
energy relative to the best compared isomer or geometry (same formula, charge and spin)	0.00	kcal/mol
electronic energy	-4910.214309	Eh
HOMO-LUMO gap	4.54	eV
max |F|	1.0	eV/A

Each line ends with the Mulliken charge.
CARTESIAN COORDINATES (ANGSTROEM)
Pd 1.03815 -0.18242 -0.15322  -0.0659
C 3.58274 4.25165 -1.93985  -0.8593
N 2.51396 5.10825 -1.46014  0.2681
C 2.11457 6.09900 -2.42697  -1.0431
P 1.24738 4.32679 -0.61051  -0.5635
O 1.91018 3.30120 0.23307  0.0229
O 0.13078 3.98980 -1.54986  -0.4499
P -1.44071 1.40072 -1.19832  1.4518
O -0.71495 1.35084 0.07767  -1.2838
N -0.66373 1.18847 -2.60181  0.8779
C -1.37157 0.76000 -3.78695  -1.2621
C 0.78192 1.33809 -2.75636  -0.8770
N -2.52418 2.63083 -1.39390  0.6210
C -3.47177 2.90045 -0.33991  -1.1728
C -2.47895 3.59966 -2.46156  -1.0590
N 0.68025 5.62352 0.34509  0.4107
C -0.72750 5.84762 0.51704  -0.3962
C 1.48727 6.02868 1.46593  -1.0988
H 4.51693 4.82294 -2.02329  0.3018
H 3.36057 3.83602 -2.93612  0.3043
H 3.73150 3.42018 -1.25316  0.1553
H 2.95589 6.76629 -2.65726  0.3452
H 1.29872 6.69890 -2.02245  0.2972
H 1.76978 5.65014 -3.37269  0.2279
H -2.44613 0.74055 -3.61308  0.3077
H -1.04940 -0.24490 -4.07364  0.2902
H -1.16747 1.45122 -4.61329  0.4066
H 1.26299 1.48701 -1.78789  -0.1695
H 0.99735 2.20671 -3.38405  0.3085
H 1.18665 0.42507 -3.20061  0.3461
H -3.30846 2.22432 0.49823  0.3290
H -4.50563 2.77925 -0.69221  0.2847
H -3.35167 3.92539 0.02941  0.3114
H -1.59225 3.44692 -3.06684  0.2485
H -2.40629 4.61249 -2.05707  0.3590
H -3.38449 3.53232 -3.08329  0.1878
H -1.25798 5.39307 -0.31600  -0.3311
H -0.95531 6.92477 0.54613  0.3510
H -1.10945 5.40546 1.45260  0.3063
H 2.52716 5.76650 1.27896  0.2811
H 1.17808 5.53601 2.40123  0.2852
H 1.42379 7.11596 1.62179  0.3227
C 0.01556 -7.55387 2.38042  -1.5657
C -1.19606 -7.02274 1.65984  1.0133
C -2.20389 -7.89464 1.26055  -0.8373
C -3.31986 -7.43417 0.57936  -0.8586
C -3.42790 -6.09109 0.26607  -0.4500
C -2.42861 -5.20651 0.66456  0.0933
N -2.47422 -3.83979 0.29850  0.1162
C -3.54801 -3.02006 0.42424  0.9663
C -4.65591 -3.41965 1.20014  -0.6883
C -5.72061 -2.57635 1.41591  -0.7093
C -5.73783 -1.29388 0.89098  -0.9423
C -4.65767 -0.87366 0.14317  -0.6101
C -3.56490 -1.70257 -0.12429  0.0626
C -2.45448 -1.15634 -0.99093  0.8737
O -2.60941 0.17817 -1.14263  -0.3984
O -1.66853 -1.83115 -1.62102  -0.6758
C -1.31777 -5.65389 1.38354  0.5881
C -0.30156 -4.65279 1.81276  -1.6686
H -0.03322 -8.64102 2.45766  0.3700
H 0.08888 -7.14613 3.38975  0.3478
H 0.93554 -7.27714 1.86634  0.3495
H -2.10609 -8.95144 1.48404  0.3052
H -4.09354 -8.12660 0.26803  0.3645
H -4.26845 -5.72023 -0.30654  0.5733
H -1.67075 -3.45156 -0.17818  0.1141
H -4.64658 -4.40007 1.65341  0.4276
H -6.54809 -2.92389 2.02457  0.3546
H -6.57163 -0.62901 1.07406  0.3953
H -4.63605 0.12705 -0.26365  0.5085
H -0.78599 -3.79687 2.28573  0.3446
H 0.25109 -4.25224 0.97261  0.4356
H 0.43518 -5.06938 2.49323  0.3603
C 3.61867 2.24048 2.36674  -1.0175
As 4.39526 0.73441 1.44930  1.0774
C 3.53703 -0.79627 2.24576  -0.8609
C 6.21723 0.65275 2.14389  -1.2449
O 4.54663 0.86826 -0.17556  -0.7643
H 3.86718 2.17292 3.42765  0.5090
H 2.54406 2.23892 2.19394  0.2065
H 4.01209 3.15340 1.92520  0.2659
H 3.62260 -0.68504 3.32796  0.4317
H 4.02131 -1.71159 1.90797  0.2472
H 2.49086 -0.81100 1.92716  0.0621
H 6.25609 0.66351 3.23439  0.3579
H 6.75566 1.50951 1.74063  0.3182
H 6.67192 -0.26232 1.76650  0.3427
B 3.73015 -4.12806 -0.48688  0.2666
C 2.88468 -2.78053 -0.47306  -0.1267
N 2.20151 -1.85124 -0.43241  -0.6006
H 4.08102 -4.36786 0.66092  -0.2228
H 4.69673 -3.99937 -1.21216  -0.1718
H 3.00196 -5.02308 -0.89505  -0.2139